Entry 1:
ORCA calculation (the ωB97M-V functional and the def2-TZVPD basis) on C36H71B4F22N14O14S6 as an isolated structure.

Geometry (Å):
1 C 3.05 1.50 3.86
2 C 1.99 0.37 4.17
3 N 0.99 0.70 5.15
4 C 0.06 1.70 4.99
5 C -0.89 1.59 6.02
6 N -0.44 0.58 6.82
7 C 0.57 -0.06 6.21
8 C -1.15 0.08 8.01
9 H 3.17 2.20 4.69
10 H 2.61 2.12 3.09
11 H 4.07 1.22 3.59
12 H 2.61 -0.44 4.56
13 H 1.51 -0.01 3.26
14 H -0.02 2.36 4.14
15 H -1.82 2.13 6.13
16 H 1.10 -0.93 6.58
17 H -2.12 0.58 8.12
18 H -0.54 0.14 8.91
19 H -1.32 -0.99 7.94
20 C 1.51 2.55 -5.03
21 C 2.49 3.00 -3.97
22 N 3.81 2.48 -4.29
23 C 4.52 2.73 -5.40
24 C 5.70 2.05 -5.32
25 N 5.77 1.47 -4.04
26 C 4.49 1.57 -3.47
27 C 6.93 0.85 -3.43
28 H 1.29 1.50 -4.82
29 H 1.84 2.58 -6.06
30 H 0.59 3.13 -4.95
31 H 2.23 2.62 -2.98
32 H 2.54 4.09 -3.98
33 H 4.12 3.40 -6.15
34 H 6.53 2.01 -6.01
35 H 4.21 1.14 -2.52
36 H 7.75 1.53 -3.19
37 H 7.27 0.10 -4.14
38 H 6.63 0.28 -2.55
39 C -0.44 -1.31 2.23
40 C -0.59 -0.83 0.82
41 N 0.72 -0.39 0.32
42 C 1.85 -1.08 -0.07
43 C 2.81 -0.13 -0.49
44 N 2.20 1.06 -0.51
45 C 0.99 0.97 0.11
46 C 2.72 2.33 -1.00
47 H 0.17 -2.19 2.40
48 H -1.44 -1.47 2.65
49 H 0.06 -0.60 2.89
50 H -1.34 -0.03 0.77
51 H -0.86 -1.68 0.20
52 H 1.80 -2.16 -0.10
53 H 3.72 -0.38 -1.02
54 H 0.32 1.79 0.33
55 H 2.17 3.03 -0.36
56 H 2.43 2.39 -2.05
57 H 3.80 2.35 -0.89
58 C -1.43 -6.32 -1.72
59 C -1.19 -5.12 -2.55
60 N 0.10 -4.36 -2.39
61 C 0.36 -3.15 -3.02
62 C 1.55 -2.70 -2.47
63 N 2.00 -3.56 -1.47
64 C 1.08 -4.56 -1.43
65 C 3.11 -3.39 -0.61
66 H -0.47 -6.84 -1.63
67 H -2.11 -6.99 -2.24
68 H -1.83 -6.23 -0.71
69 H -2.06 -4.51 -2.28
70 H -1.39 -5.24 -3.62
71 H -0.27 -2.74 -3.79
72 H 2.19 -1.87 -2.76
73 H 1.22 -5.42 -0.79
74 H 3.18 -2.35 -0.28
75 H 4.02 -3.81 -1.04
76 H 3.04 -3.98 0.31
77 C -2.05 1.06 2.85
78 C -3.38 0.31 2.66
79 N -4.48 1.18 2.31
80 C -4.95 2.25 3.05
81 C -6.03 2.82 2.40
82 N -6.16 2.17 1.16
83 C -5.20 1.17 1.13
84 C -7.15 2.45 0.12
85 H -1.32 0.40 3.32
86 H -2.18 1.89 3.54
87 H -1.59 1.25 1.88
88 H -3.72 -0.37 3.44
89 H -3.28 -0.27 1.74
90 H -4.54 2.51 4.01
91 H -6.67 3.66 2.60
92 H -5.08 0.47 0.31
93 H -8.07 2.97 0.38
94 H -7.39 1.57 -0.47
95 H -6.71 3.20 -0.54
96 C -2.50 0.46 -0.47
97 O -2.69 -0.69 0.41
98 C -2.36 -1.97 -0.13
99 C -3.47 -2.48 -1.09
100 N -4.80 -2.16 -0.37
101 H -5.05 -2.66 0.47
102 H -4.85 -1.16 -0.29
103 C -5.94 -2.56 -1.34
104 C -7.31 -2.22 -0.73
105 O -7.36 -0.83 -0.46
106 C -8.33 -0.41 0.42
107 H -1.48 0.57 -0.84
108 H -2.63 1.41 0.04
109 H -3.09 0.31 -1.38
110 H -2.30 -2.53 0.80
111 H -1.38 -1.99 -0.61
112 H -3.49 -3.55 -1.30
113 H -3.35 -2.00 -2.06
114 H -5.88 -3.64 -1.19
115 H -5.72 -2.31 -2.37
116 H -7.61 -2.86 0.11
117 H -7.96 -2.47 -1.57
118 H -8.70 -1.07 1.20
119 H -9.21 -0.10 -0.14
120 H -8.05 0.42 1.06
121 N -1.44 1.10 -3.32
122 S -0.99 -0.34 -3.11
123 O -0.47 -0.65 -1.75
124 O -0.43 -1.04 -4.26
125 F -2.52 -0.88 -3.04
126 S -0.03 1.82 -2.68
127 O 1.29 1.49 -3.22
128 O -0.14 2.18 -1.27
129 F -0.29 3.22 -3.43
130 N 3.91 -2.78 3.35
131 S 2.84 -2.55 2.38
132 O 3.21 -2.82 1.01
133 O 1.88 -1.47 2.65
134 F 2.02 -3.81 2.90
135 S 5.00 -1.58 2.75
136 O 4.56 -0.25 2.34
137 O 6.06 -2.13 1.99
138 F 5.72 -1.28 4.21
139 N 1.08 5.91 -1.95
140 S 1.38 5.55 -0.34
141 O 2.55 4.69 -0.01
142 O 0.24 5.55 0.55
143 F 2.02 6.97 0.02
144 S 0.43 4.56 -2.24
145 O -0.94 4.44 -1.80
146 O 1.25 3.32 -2.22
147 F 0.14 4.73 -3.83
148 B 3.70 -1.23 -2.91
149 F 4.09 -2.21 -3.79
150 F 4.91 -0.51 -2.67
151 F 2.82 -0.27 -3.56
152 F 3.18 -1.77 -1.77
153 B -0.20 -3.76 0.77
154 F -1.22 -3.12 1.33
155 F 0.22 -2.90 -0.17
156 F 0.82 -3.96 1.61
157 F -0.46 -5.00 0.25
158 B 5.60 2.13 -0.95
159 F 5.48 2.39 0.31
160 F 4.53 2.74 -1.62
161 F 6.83 2.55 -1.40
162 F 5.45 0.76 -1.14
163 B 1.06 2.72 2.05
164 F 2.43 2.59 1.68
165 F 0.71 1.42 2.27
166 F 0.99 3.51 3.23
167 F 0.32 3.32 1.03

The calculation puts the calculated total energy at -215476.6382 eV. The charge is -1. Its LUMO energy is -0.148 eV.

Entry 2:
ORCA calculation (the ωB97M-V functional and the def2-TZVPD basis) on an isolated ion of composition C4H6N9 and charge +1.

Geometry (Å):
1 N 1.92 -3.49 0.52
2 C 1.33 -2.88 -0.20
3 N 0.69 -2.09 -1.09
4 N 0.68 -0.69 -0.93
5 C 0.08 -0.06 0.12
6 N -0.56 -0.75 1.09
7 N 0.17 1.30 0.17
8 N 0.37 1.95 -1.00
9 C 1.62 2.12 -1.51
10 N 2.69 2.36 -1.90
11 N -0.28 1.92 1.29
12 C -1.48 2.46 1.24
13 N -2.49 2.90 1.11
14 H 0.50 -2.58 -1.99
15 H 0.94 -0.15 -1.75
16 H -0.44 -1.70 1.15
17 H -0.81 -0.34 2.07
18 H -0.28 2.64 -1.33
19 H 0.39 2.40 1.88

The calculation puts the calculated total energy at -17643.4852 eV. The charge is +1. Its LUMO energy is -3.932 eV. As for the energy above the lowest of the compared OMol25 structures with the same formula, charge and spin: 0.055 eV.